(1)
69
Properties=species:S:1:pos:R:3:lowdin_charge:R:1 method="wB97M-V/def2-TZVPD" charge=0 homo_ev=-8.2 e_above_lowest_ev=3.424 orbital_gap_ev=8.07
O -0.8146 -1.1620 -1.2271 -0.1106
H 3.4066 2.1301 2.4325 0.0784
C 0.2657 3.8635 -1.8478 -0.5119
C 3.4817 1.9079 0.3126 -0.5399
N 4.9133 -1.9719 0.8943 0.1865
H 1.1885 4.3153 -2.2149 0.0764
C -4.1644 -0.4389 -1.9640 -0.1621
C 4.4772 -3.2182 1.1776 -0.4963
N 5.3960 -4.1795 1.3731 0.1727
H 2.8314 2.6912 -0.0662 0.0296
O -3.4176 -3.7091 3.0046 -0.2610
O -3.0975 -1.1935 2.9764 -0.2519
H -2.5770 0.6539 -0.9399 0.0880
H 1.5011 3.4887 1.3014 0.0377
S 1.2580 1.2406 2.0337 0.8670
H -0.5090 4.5566 2.5019 0.0770
O -3.2451 1.3428 3.3778 -0.2578
H 5.8756 -1.8080 0.6659 0.1109
N 3.2210 -3.5465 1.2766 0.1242
H -4.5335 -2.9725 -3.1186 0.1088
H 4.2438 -1.3247 0.5113 0.0084
H 0.6654 4.8401 0.0566 0.0636
H 3.4432 0.4489 1.9236 0.0476
O -2.0413 -2.5681 1.1100 -0.4612
H -1.1787 2.9481 2.6871 0.0505
H 4.4977 2.2973 0.3993 0.0768
H 1.5124 2.2328 -3.7058 0.0814
C -2.7375 0.1596 -1.8916 -0.0938
C -0.5040 3.5517 2.0800 -0.4924
S 3.5089 0.5991 -0.9464 0.8529
C 3.0258 1.4296 1.6857 -0.5401
Ca -0.7256 -1.0508 0.8942 1.2278
H -1.2680 -3.2003 4.2018 0.0980
C -2.4804 -3.1867 -2.5222 -0.1493
H 6.3756 -3.9729 1.4119 0.1089
C 3.1540 1.5780 -2.4429 -0.5252
H 1.3551 0.5856 -3.0731 0.0645
H -2.3164 -3.9445 -3.2843 0.1110
N -1.9940 -1.8675 -3.0187 0.0768
C 0.9361 3.0429 2.1196 -0.4903
H -0.6901 5.5244 -0.8403 0.0654
H -0.4932 3.9216 -2.6304 0.0712
N 1.3173 -1.9926 1.0408 0.0655
H 3.5471 2.5810 -2.2675 0.0764
C -3.9681 -3.0487 -2.1824 -0.1720
P -2.5195 -2.6498 2.5423 0.1953
O -2.0344 0.4064 1.3132 -0.5042
S 0.5745 2.1118 -1.4851 0.8388
P -2.4246 0.2913 2.7785 0.1780
O -1.1029 -2.6788 3.3967 -0.1755
C -4.3046 -1.8300 -1.2976 -0.1684
C 2.2419 -2.6884 1.1532 -0.2873
H -4.3043 -3.9575 -1.6766 0.1158
H 5.0699 -5.0761 1.6870 0.1172
C -0.1939 4.5943 -0.5686 -0.5351
H 1.3855 3.3715 3.0578 0.0823
H -5.3399 -1.9433 -0.9762 0.1143
O -1.0433 0.0963 3.6248 -0.2046
C 1.6750 1.5979 -2.8324 -0.5192
H -2.5695 0.8931 -2.6827 0.1253
H -3.6978 -1.8663 -0.3913 0.0931
H -4.8334 0.2590 -1.4600 0.1147
H -2.6541 -1.4929 -3.6819 0.1184
H -1.9014 -3.4439 -1.6398 0.1134
C -1.7479 -0.9690 -2.0113 -0.4545
H 3.7385 1.1205 -3.2415 0.0676
S -1.3510 3.6354 0.4617 0.8487
H -0.8009 -0.8590 3.6651 0.0335
H -4.5046 -0.4969 -3.0014 0.1042


(2)
64
Properties=species:S:1:pos:R:3:lowdin_charge:R:1 method="wB97M-V/def2-TZVPD" charge=0 homo_ev=-11.5 orbital_gap_ev=10.84 smiles=N#CC[C@H](C#N)CCC(F)(F)C(F)(F)C(F)(F)C(F)(F)F.FC(F)C(F)(F)COC(F)(F)C(F)F.FC(F)C(F)(F)COC(F)(F)C(F)F
C -1.3482 -0.5042 -3.8526 -0.4264
C 1.8841 -3.2536 2.9614 -0.0722
N 4.4887 -4.6238 5.4026 0.0926
C -1.0785 2.0131 -0.1203 -0.4728
C -2.3330 4.9049 -1.8889 -0.2881
F -0.5661 1.7792 5.3490 0.0275
H 4.8805 0.0360 3.7575 0.1283
F -0.9007 0.1014 -8.6648 0.0957
C 5.2752 -1.0445 4.0364 -0.1448
C -2.7527 -0.1690 -4.3412 -0.2739
F -1.7726 -1.7336 -6.7490 0.1217
F 0.6596 2.9822 1.2004 0.0928
F -3.2181 0.9533 -3.7278 0.0714
F -0.5846 0.7491 -0.0165 0.1253
F -1.4084 -0.7211 -2.5006 0.1041
F -2.7188 6.2024 -1.7470 0.0888
F -4.5559 4.1679 -2.0128 0.1025
F -1.1467 4.7923 -1.2502 0.0842
F 0.5541 -1.6210 1.3771 -0.0011
F -1.0177 0.4258 3.0855 0.0239
H -3.4546 -0.9799 -4.1206 0.1797
F -2.7897 0.0841 -5.6688 0.0905
H 2.9591 -1.2931 2.1913 0.1253
H -1.4690 -2.5309 -4.7073 0.1481
C -0.6884 2.8228 1.1222 -0.2666
C -0.4652 -1.3964 -6.8562 -0.4763
F -0.4194 -3.6925 2.0537 -0.0164
H 3.1349 -1.4740 4.8261 0.1497
H -4.0099 1.9479 -1.5664 0.1489
C 0.4541 -2.5650 2.5523 -0.1675
H 3.9917 -2.8630 1.9966 0.1426
C 3.2063 -2.3175 2.7098 -0.1573
F -1.5663 -0.2568 6.1642 0.0691
C -0.7243 -1.7569 -4.4841 -0.0522
C -3.0545 2.4712 -1.4278 -0.0663
H 2.0116 -4.2041 2.2504 0.1538
N 6.4864 -1.1782 6.7449 0.0823
F -0.5017 0.5472 -4.0175 0.1258
F -0.2686 -2.6805 5.0841 0.0357
F -0.7376 0.9748 -6.6766 0.0856
F 0.8772 0.1512 6.3270 0.0446
O 0.1631 -1.5353 -5.5829 0.0329
C -0.0593 -0.2886 4.0025 -0.0782
H 0.8116 0.1864 -7.6423 0.1765
C -0.3561 0.2914 5.5079 -0.1371
H -2.1731 4.7240 -2.9569 0.1763
F 1.3278 0.0888 3.6416 0.0392
F -1.8302 -1.9784 3.4236 0.0176
H 6.0449 -1.4378 3.2363 0.1350
C -3.3904 3.9656 -1.3205 -0.4249
F -3.6766 4.2665 -0.0256 0.1242
H -0.0876 -2.2089 -3.7120 0.1532
O -2.4903 1.8653 -0.2621 0.0388
H -1.0319 2.3304 2.0362 0.1513
C -0.3732 -1.8992 3.8160 -0.0862
C 3.9470 -2.0203 4.1433 -0.2899
H -2.4820 2.2326 -2.3327 0.1199
F -0.5643 2.5194 -1.2665 0.1242
C 4.4823 -3.4055 4.9121 -0.1044
H 1.8432 -3.6998 4.0585 0.1390
F -1.2234 4.0709 1.0937 0.0897
F 0.1006 -2.3451 -7.6513 0.1383
C 5.9572 -0.9595 5.5615 -0.1311
C -0.2512 -0.0099 -7.4756 -0.2633


(3)
10
Properties=species:S:1:pos:R:3:lowdin_charge:R:1 method="wB97M-V/def2-TZVPD" charge=0 homo_ev=-8.6 e_above_lowest_ev=3.130 orbital_gap_ev=8.75 smiles="ONC(=S)NS"
S -2.1146 -0.6923 0.0631 0.7673
O -0.7543 1.9961 0.0633 -0.1477
H -0.3076 -1.8143 -0.4891 0.0444
N 0.5298 1.3275 0.0709 -0.1136
H -0.7960 2.5930 -0.9294 0.2295
S 2.3029 -0.6085 0.0642 0.5208
N -0.4754 -0.8295 -0.3787 -0.4247
C 0.7011 -0.0178 -0.0738 -0.8671
H -1.8671 -1.2168 1.2278 -0.1577
H 1.4046 1.9025 0.2439 0.1489


(4)
17
Properties=species:S:1:pos:R:3:lowdin_charge:R:1 method="wB97M-V/def2-TZVPD" charge=0 homo_ev=-8.7 e_above_lowest_ev=4.034 orbital_gap_ev=8.54 smiles="CC(C)C=S.O=NO"
O 2.9384 1.5151 0.2866 0.0194
C 0.1171 -0.7935 0.2603 -0.6546
C -1.1699 -0.3513 -0.3370 -0.5155
H -3.2561 -0.2830 0.2036 0.0779
H -0.2445 1.2861 -1.4201 0.0796
S 1.1876 -1.7795 -0.4421 0.6929
H -0.7874 1.7134 0.2035 0.0828
H -1.9691 1.5085 -1.0965 0.0798
C -1.0330 1.1373 -0.6863 -0.0707
H 0.3503 -0.3715 1.2366 0.0707
O 4.2649 -0.1859 0.3785 -0.0252
H -2.1654 0.0525 1.5449 0.0805
H -1.3673 -0.9212 -1.2489 0.1216
H -2.3703 -1.6046 0.9651 0.0789
C -2.3131 -0.5623 0.6611 -0.0758
H 4.4697 -0.9475 -0.1848 0.0907
N 3.3480 0.5876 -0.3247 -0.1330


Record order is preserved below.
Electronic energy: -121326.930, -95984.923, -27796.774, -20710.999 eV